{"formula": "C10H11NO3", "method": "ωB97M-V with the def2-TZVPD basis set", "homo_lumo_gap_ev": [8.301, 8.301], "de_lowest_kj_mol": 581.9, "total_energy_ev": -18175.8426, "e_homo_ev": [-7.95, -7.95], "multiplicity": 1, "symbols": ["C", "C", "C", "C", "C", "C", "C", "C", "C", "C", "N", "O", "O", "O", "H", "H", "H", "H", "H", "H", "H", "H", "H", "H", "H"], "positions_angstrom": [[2.845206, -0.616199, 1.394682], [1.822107, 0.256982, 1.193099], [3.500745, -1.173363, 0.359915], [2.159067, -0.093008, -1.158491], [1.319411, 0.417072, -0.131902], [-1.212381, -0.869086, 0.007819], [-0.651475, 2.235768, -0.156028], [0.020890, 0.981565, -0.358128], [-1.932357, 2.280913, 0.713591], [-2.932723, -2.205828, -1.127650], [3.273324, -0.790966, -0.880327], [-0.777796, -1.583421, 0.874151], [-0.492278, 1.607285, -1.429602], [-2.172998, -0.938619, -0.867505], [3.214928, -0.883286, 2.370289], [1.290572, 0.577246, 1.983235], [4.397761, -1.705767, 0.537114], [2.122217, 0.160927, -2.228945], [-0.073243, 3.030413, 0.106810], [-2.561076, 2.964867, 0.257337], [-1.611599, 2.458768, 1.700493], [-2.481234, 1.409837, 0.744503], [-3.612729, -1.884701, -1.896920], [-3.367687, -2.838383, -0.353726], [-2.086658, -2.799021, -1.653818]], "forces_ev_per_a": [[0.223, -0.029, 1.758], [-0.357, -1.441, -3.661], [0.778, 0.946, -1.196], [0.976, 0.309, 0.394], [1.957, -0.331, 0.092], [2.974, 2.270, 1.024], [-2.132, -2.794, 2.322], [-1.910, -3.244, 0.863], [2.038, -0.166, -2.202], [3.253, -0.655, -1.926], [-0.908, -0.286, -1.216], [-1.234, 0.087, -1.225], [-0.275, 0.963, -1.320], [-1.096, -0.542, 0.686], [-0.248, 0.209, 0.430], [-1.793, 1.464, 2.588], [0.633, -0.948, 0.035], [-0.788, -0.036, 0.607], [1.941, 2.441, -0.263], [-1.361, 2.011, -0.134], [0.232, 0.861, 1.166], [-0.864, -2.301, -0.210], [-0.483, -0.066, 0.055], [0.182, 0.877, 0.506], [-1.738, 0.404, 0.827]], "lowdin_charge": [-0.0771, 0.0070, -0.1682, -0.0573, -0.1415, -0.3313, -0.2077, -0.2214, 0.0079, 0.0088, 0.0599, 0.0894, 0.0892, -0.0526, 0.1095, 0.0847, 0.0969, 0.1239, 0.1152, 0.0586, 0.0784, 0.0413, 0.0761, 0.0876, 0.1229]}

---

{"formula": "C10H11NS", "method": "ωB97M-V with the def2-TZVPD basis set", "homo_lumo_gap_ev": 9.292, "de_lowest_kj_mol": 58.4, "total_energy_ev": -22871.9139, "smiles": "[H]/N=C1\\Sc2ccccc2C1(C)C", "e_homo_ev": -8.52, "multiplicity": 1, "symbols": ["H", "N", "C", "S", "C", "C", "C", "C", "C", "C", "C", "C", "C", "H", "H", "H", "H", "H", "H", "H", "H", "H", "H"], "positions_angstrom": [[1.754846, -1.583929, -3.294432], [0.861785, -1.539585, -2.725139], [1.069489, -1.051576, -1.599919], [2.330701, -0.248952, -0.732765], [1.292770, 0.690704, 0.421877], [1.858413, 1.535981, 1.343090], [0.974849, 2.205603, 2.166057], [-0.361650, 1.931721, 2.196119], [-0.889543, 0.979916, 1.280599], [-0.058856, 0.337765, 0.396438], [-0.429248, -0.705368, -0.603202], [-0.744579, -2.146581, -0.076305], [-1.480978, -0.228847, -1.643039], [2.942808, 1.589129, 1.347585], [1.454018, 2.847524, 2.986799], [-0.904275, 2.374468, 3.048993], [-2.033095, 0.843711, 1.165402], [-1.057516, -2.620149, -1.094441], [-1.548500, -2.023992, 0.513980], [0.123573, -2.649765, 0.506364], [-1.501339, -1.143529, -2.463626], [-1.224513, 0.750721, -2.018692], [-2.429160, -0.144971, -1.121744]], "forces_ev_per_a": [[-1.196, -0.138, 0.658], [2.081, -0.612, -1.209], [-4.102, 2.483, 2.690], [0.820, 0.384, 0.284], [0.510, -1.683, -0.681], [-0.016, -0.303, -1.104], [2.143, 1.006, 2.501], [-0.880, -0.572, 0.070], [-2.307, 0.932, 0.386], [0.784, -0.068, -0.435], [2.150, -1.349, -2.401], [2.934, 0.247, -3.283], [0.678, -3.110, -0.359], [-0.177, 0.528, 0.306], [-1.003, -0.762, -1.329], [-0.241, -0.246, -0.990], [2.023, -0.011, 0.588], [0.750, -0.096, 2.219], [-3.015, -0.184, 2.288], [-1.464, 0.814, -1.291], [-0.203, 2.854, 1.758], [0.152, 0.031, -0.514], [-0.418, -0.145, -0.154]], "lowdin_charge": [0.0836, 0.0771, -0.6393, 0.9993, -0.4337, -0.1076, -0.1210, -0.0890, -0.0212, -0.2422, -0.4252, -0.0355, -0.0578, 0.1082, 0.1326, 0.1108, 0.1453, 0.1064, 0.0186, 0.1219, 0.1279, 0.0764, 0.0643]}

---

{"formula": "C10H11O", "method": "ωB97M-V with the def2-TZVPD basis set", "homo_lumo_gap_ev": [8.100, 9.178], "de_lowest_kj_mol": 0.0, "total_energy_ev": -12592.5129, "e_homo_ev": [-7.62, -9.09], "multiplicity": 2, "symbols": ["C", "C", "C", "C", "C", "C", "C", "C", "C", "C", "O", "H", "H", "H", "H", "H", "H", "H", "H", "H", "H", "H"], "positions_angstrom": [[2.096306, 1.174839, 1.626243], [1.153862, 1.760233, 0.662351], [1.024069, -2.947997, -0.698789], [0.880805, -1.668368, 0.146323], [-0.093116, -0.654429, -0.088378], [0.042069, 0.808433, -0.024952], [-1.033697, 1.592823, -0.340612], [-2.343091, 1.150521, -0.337163], [-2.527731, -0.210571, -0.206104], [-1.446711, -1.092325, -0.192368], [1.154227, 2.933495, 0.307298], [1.709134, 0.230070, 2.001258], [2.997284, 1.043255, 1.014064], [2.303438, 1.872568, 2.445711], [1.076244, -2.808124, -1.806939], [1.758977, -3.682352, -0.309745], [0.106472, -3.226925, -0.205367], [1.110160, -1.868552, 1.201641], [-0.859166, 2.643829, -0.465447], [-3.100032, 1.925210, -0.317126], [-3.543261, -0.559042, -0.138127], [-1.676651, -2.159642, -0.109923]], "forces_ev_per_a": [[0.222, 0.048, 0.307], [-1.538, 0.428, -2.839], [0.183, 1.295, 0.900], [2.769, -0.876, 0.473], [-2.377, 2.379, 0.297], [1.606, -1.053, 0.824], [-0.770, 0.587, 0.103], [0.768, -0.131, -0.090], [-0.357, 0.107, -0.280], [0.299, 0.227, 0.044], [0.433, -1.461, 1.016], [0.322, -0.041, 0.018], [0.099, -0.305, 0.425], [0.030, -0.143, -0.257], [-0.505, -0.266, 1.124], [-0.109, 0.853, -0.347], [-1.153, -1.729, -1.232], [0.241, 0.318, -0.328], [0.146, 0.341, 0.279], [-0.362, -0.469, -0.284], [-0.148, -0.472, 0.038], [0.201, 0.365, -0.192]], "lowdin_charge": [-0.0086, -0.3608, -0.0784, -0.1191, -0.1880, -0.0512, -0.0697, -0.0705, -0.0872, -0.0350, 0.0478, 0.0680, 0.1082, 0.0966, 0.0940, 0.0774, 0.0489, 0.1043, 0.1088, 0.1082, 0.0984, 0.1080]}

---

{"formula": "C10H12AlN2O5S", "method": "ωB97M-V with the def2-TZVPD basis set", "homo_lumo_gap_ev": 6.302, "de_lowest_kj_mol": 0.0, "charge": 3, "total_energy_ev": -41182.2806, "e_homo_ev": -19.52, "multiplicity": 1, "symbols": ["O", "C", "Al", "O", "C", "C", "O", "C", "O", "C", "O", "C", "N", "C", "C", "S", "N", "C", "C", "H", "H", "H", "H", "H", "H", "H", "H", "H", "H", "H", "H"], "positions_angstrom": [[0.029954, 0.717268, -5.785300], [0.030844, 0.642823, -4.642945], [0.023592, 0.706215, -1.906947], [1.966704, -1.914078, -2.651950], [1.301112, -1.015519, -2.324570], [-1.239198, 2.297180, -2.536164], [-1.868294, 3.233138, -2.791906], [-1.602485, -0.657879, -2.360202], [-2.436576, -1.371229, -2.741644], [1.662089, 1.930626, -2.539746], [2.497201, 2.680734, -2.816168], [-2.386007, 0.255484, 0.815059], [-1.222103, -0.259231, 1.535989], [-1.519295, -1.003601, 2.746886], [0.003676, 0.246419, 1.234576], [0.079892, 1.658800, 0.161764], [1.149869, -0.461255, 1.461273], [1.438629, -1.162569, 2.702112], [2.378374, -0.075616, 0.728870], [-3.297762, -0.142583, 1.272120], [-2.401295, -0.048726, -0.253815], [-2.456302, 1.347148, 0.839509], [-1.217252, -2.055462, 2.634811], [-1.051459, -0.523306, 3.623981], [-2.608624, -0.960836, 2.889121], [2.135178, -1.962679, 2.446226], [2.008784, -0.516026, 3.387902], [0.564385, -1.572911, 3.218834], [2.278093, -0.385607, -0.340390], [2.559683, 1.007423, 0.792493], [3.198604, -0.634141, 1.200224]], "forces_ev_per_a": [[0.010, -0.261, 4.028], [-0.030, 0.107, -3.930], [0.118, 0.544, 0.395], [-3.671, 4.938, 1.845], [3.685, -5.051, -1.898], [-3.345, 4.895, -1.463], [2.974, -4.504, 1.268], [-4.468, -3.836, -2.172], [4.368, 3.735, 2.086], [4.327, 3.835, -1.505], [-3.938, -3.597, 1.370], [-0.759, 0.431, -0.143], [1.011, 2.088, -0.518], [-0.526, -0.750, 0.940], [-0.240, -3.040, -0.620], [-0.027, -0.657, -0.977], [-0.912, 2.254, -0.222], [0.706, -0.987, 1.022], [-0.061, 0.010, 0.220], [0.307, 0.037, -0.197], [0.129, -0.006, 0.608], [-0.012, -0.182, 0.119], [-0.234, 0.330, 0.218], [-0.267, -0.340, -0.412], [0.526, -0.161, 0.080], [-0.316, -0.211, 0.121], [-0.377, 0.072, -0.187], [0.718, 0.228, -0.416], [0.284, 0.235, 0.811], [0.170, -0.466, -0.018], [-0.150, 0.310, -0.450]], "lowdin_charge": [0.2403, 0.0955, -0.1110, 0.2981, 0.1054, 0.0593, 0.3091, 0.0997, 0.3014, 0.0660, 0.3069, -0.0495, -0.1564, -0.0043, -0.5124, 0.9301, -0.1546, -0.0031, -0.0365, 0.1196, 0.0484, 0.0942, 0.1196, 0.1279, 0.1154, 0.1159, 0.1355, 0.0759, 0.0451, 0.0956, 0.1227]}

---

Repeat the first record exactly.
{"formula": "C10H11NO3", "method": "ωB97M-V with the def2-TZVPD basis set", "homo_lumo_gap_ev": [8.301, 8.301], "de_lowest_kj_mol": 581.9, "total_energy_ev": -18175.8426, "e_homo_ev": [-7.95, -7.95], "multiplicity": 1, "symbols": ["C", "C", "C", "C", "C", "C", "C", "C", "C", "C", "N", "O", "O", "O", "H", "H", "H", "H", "H", "H", "H", "H", "H", "H", "H"], "positions_angstrom": [[2.845206, -0.616199, 1.394682], [1.822107, 0.256982, 1.193099], [3.500745, -1.173363, 0.359915], [2.159067, -0.093008, -1.158491], [1.319411, 0.417072, -0.131902], [-1.212381, -0.869086, 0.007819], [-0.651475, 2.235768, -0.156028], [0.020890, 0.981565, -0.358128], [-1.932357, 2.280913, 0.713591], [-2.932723, -2.205828, -1.127650], [3.273324, -0.790966, -0.880327], [-0.777796, -1.583421, 0.874151], [-0.492278, 1.607285, -1.429602], [-2.172998, -0.938619, -0.867505], [3.214928, -0.883286, 2.370289], [1.290572, 0.577246, 1.983235], [4.397761, -1.705767, 0.537114], [2.122217, 0.160927, -2.228945], [-0.073243, 3.030413, 0.106810], [-2.561076, 2.964867, 0.257337], [-1.611599, 2.458768, 1.700493], [-2.481234, 1.409837, 0.744503], [-3.612729, -1.884701, -1.896920], [-3.367687, -2.838383, -0.353726], [-2.086658, -2.799021, -1.653818]], "forces_ev_per_a": [[0.223, -0.029, 1.758], [-0.357, -1.441, -3.661], [0.778, 0.946, -1.196], [0.976, 0.309, 0.394], [1.957, -0.331, 0.092], [2.974, 2.270, 1.024], [-2.132, -2.794, 2.322], [-1.910, -3.244, 0.863], [2.038, -0.166, -2.202], [3.253, -0.655, -1.926], [-0.908, -0.286, -1.216], [-1.234, 0.087, -1.225], [-0.275, 0.963, -1.320], [-1.096, -0.542, 0.686], [-0.248, 0.209, 0.430], [-1.793, 1.464, 2.588], [0.633, -0.948, 0.035], [-0.788, -0.036, 0.607], [1.941, 2.441, -0.263], [-1.361, 2.011, -0.134], [0.232, 0.861, 1.166], [-0.864, -2.301, -0.210], [-0.483, -0.066, 0.055], [0.182, 0.877, 0.506], [-1.738, 0.404, 0.827]], "lowdin_charge": [-0.0771, 0.0070, -0.1682, -0.0573, -0.1415, -0.3313, -0.2077, -0.2214, 0.0079, 0.0088, 0.0599, 0.0894, 0.0892, -0.0526, 0.1095, 0.0847, 0.0969, 0.1239, 0.1152, 0.0586, 0.0784, 0.0413, 0.0761, 0.0876, 0.1229]}